No. 1
Density functional theory data (wB97M-V/def2-TZVPD) for a structure of composition C52H52ClN5O3P2Ti in a non-equilibrium geometry.

Structure (XYZ):
```
116
Properties=species:S:1:pos:R:3:forces:R:3:mulliken_charge:R:1
Ti -7.060364 -16.960131 13.032238 2.2301 -3.8884 -0.6623 -0.207
C -5.774414 -19.369032 15.681193 1.0354 0.6902 0.3050 -0.369
P -4.262887 -18.485735 14.895803 -0.1430 -0.2250 1.4021 0.635
C -3.633115 -17.552618 16.333121 0.3962 1.4081 0.3556 0.187
C -4.064952 -17.638029 17.668926 -0.3044 -0.1679 -1.1533 -0.161
C -3.773668 -16.663692 18.596275 1.1309 0.1969 0.0914 -0.805
C -2.845974 -15.659955 18.309845 -0.1769 -0.0552 -1.3817 -0.492
C -2.301358 -15.602225 16.991490 -0.4810 -0.0085 0.7568 -0.642
C -2.735099 -16.504547 16.007130 -0.2476 -0.1727 0.5639 -0.488
C -3.004506 -19.794918 14.924641 0.3365 -0.7643 -0.9565 0.638
C -2.480793 -20.218083 13.697920 0.4200 -1.4472 0.2283 -0.443
C -1.573959 -21.301454 13.603380 -0.1544 1.5833 0.8345 -0.668
C -1.111321 -21.896076 14.778303 0.0946 -0.2515 -0.9060 -0.382
C -1.605779 -21.498742 16.004075 -1.1510 1.1159 -0.6737 -0.818
C -2.545451 -20.450626 16.051657 0.3878 -0.9307 1.1057 -0.296
C -6.612083 -19.751656 14.544661 -2.3106 -1.9864 0.5092 -0.018
C -7.530839 -20.879034 14.552201 2.1424 2.9457 -1.3894 -1.741
C -8.123393 -20.828687 13.283580 -0.1176 1.3526 -0.4934 -1.336
C -7.637976 -19.668056 12.611670 -0.4802 -2.2389 1.2166 0.642
C -7.931084 -19.335060 11.208687 -0.5744 0.8827 -1.1493 -1.464
P -6.941457 -17.828275 10.534720 -1.2735 -0.3348 1.7730 1.464
C -5.530473 -18.486150 9.714946 1.0482 -1.3041 -0.8375 0.613
C -5.814733 -19.212882 8.527471 -0.6878 0.8950 -0.3471 -0.209
C -4.796777 -19.699956 7.726517 0.8775 0.0267 1.7038 -0.882
C -3.475765 -19.552217 8.162274 -0.3498 0.0806 -0.0968 -0.432
C -3.196192 -18.810322 9.317282 1.1002 -0.7914 -0.4879 -0.727
C -4.192767 -18.355644 10.156978 -0.9198 1.1113 0.1394 -0.316
C -7.928067 -17.131021 9.180302 0.3850 0.2137 -0.4529 0.730
C -9.305654 -17.262610 9.237873 -0.4118 0.8409 -0.7764 -0.513
C -10.077535 -16.891667 8.126470 0.5813 0.4079 0.1151 -0.819
C -9.487059 -16.254769 7.010798 -0.6907 -0.9007 1.5512 -0.554
C -8.117587 -16.022812 7.032611 0.0883 0.3185 -0.6426 -0.591
C -7.322412 -16.493265 8.065376 -0.2204 -0.5547 0.8987 -0.520
N -6.716116 -19.025118 13.390385 -0.3852 0.3026 -0.0759 0.651
H -6.313362 -18.704455 16.400699 0.5758 -0.2143 -0.4238 0.298
H -5.494992 -20.291647 16.218399 0.0860 0.5130 -0.0326 0.564
H -4.698932 -18.448785 17.986589 -0.2518 -0.1780 -0.0797 0.359
H -4.205625 -16.777629 19.570982 -0.0656 0.2036 0.4334 0.441
H -2.622875 -14.889265 19.048058 0.1265 -0.2668 -0.2320 0.381
H -1.594865 -14.798739 16.753299 -0.2826 -0.4005 -0.0078 0.362
H -2.414485 -16.416542 14.958616 -0.0064 0.1242 0.5583 0.338
H -2.845961 -19.810855 12.783036 -0.1953 0.5308 -0.5130 0.454
H -1.128388 -21.526585 12.643846 -0.1783 -0.2937 -0.0070 0.379
H -0.377830 -22.684128 14.669226 0.0129 -0.0861 0.2854 0.379
H -1.369174 -21.986557 16.918793 0.4449 -0.3255 0.4809 0.432
H -2.927179 -20.233149 17.051140 -0.0384 0.3000 -0.3162 0.276
H -7.620898 -21.583319 15.342776 -0.1191 -0.4442 0.3372 0.655
H -8.882384 -21.500106 12.918437 0.0284 -0.1286 -0.2557 0.678
H -9.015191 -19.143978 11.149503 0.3427 0.2943 -0.3414 0.495
H -7.776573 -20.209383 10.583745 0.2688 -0.0260 -0.3719 0.691
H -6.868209 -19.259694 8.145108 1.0851 -0.1327 0.5734 0.364
H -4.966635 -20.276869 6.863354 -0.4866 -0.4613 -0.9763 0.483
H -2.686565 -20.059280 7.586309 -0.2379 0.6424 0.3389 0.370
H -2.136250 -18.637381 9.515543 -0.3739 -0.0643 0.3857 0.420
H -3.953621 -17.791875 11.097035 -0.2591 -0.6380 -0.9942 0.186
H -9.801716 -17.521461 10.166805 -0.0079 -0.4933 -0.2545 0.142
H -11.140781 -17.069229 8.204649 -0.1069 0.1598 -0.3048 0.415
H -10.146285 -15.957399 6.208305 0.2734 0.1301 -0.1870 0.416
H -7.684733 -15.464725 6.199325 0.0801 -0.2817 0.2803 0.396
H -6.232300 -16.414049 8.043436 -0.3989 0.1293 -0.1350 0.476
O -7.070737 -15.106680 12.502007 0.7676 1.4889 -0.2297 -0.655
C -6.445426 -14.830178 13.584817 0.1077 -1.9360 1.0620 1.058
O -5.938724 -15.879563 14.234235 -0.8238 2.7448 -1.1798 -0.429
C -6.538837 -13.477397 14.105623 0.6697 1.1681 0.2727 0.465
C -7.333441 -12.582796 13.410175 -0.7944 0.5595 -0.3579 -0.649
C -7.592015 -11.339658 13.962194 0.6906 0.4002 1.4043 -0.504
C -6.944505 -10.972701 15.142504 0.5719 -1.6984 -0.6948 -0.492
C -5.965409 -11.869717 15.620786 -0.5454 -0.3219 1.0280 -0.258
N -5.832131 -13.122255 15.191497 0.0121 0.1850 -0.4784 -0.274
H -7.850836 -12.799121 12.485285 0.2272 -0.4890 0.0447 0.461
H -8.291303 -10.647234 13.553297 -0.4527 0.1497 -0.5244 0.465
H -7.212194 -10.122247 15.723642 0.0849 0.7585 0.0243 0.444
H -5.374743 -11.632702 16.518145 -0.2290 0.0259 -0.5143 0.394
C -14.663752 -16.239842 17.433945 -0.8914 1.1213 0.2528 -1.801
C -13.211356 -15.786684 17.485439 0.2267 0.5546 -0.7473 1.246
C -13.090900 -14.370068 16.761998 -1.5763 -1.3434 -0.1259 -1.626
C -12.798482 -15.503200 18.914647 -0.9982 -1.6254 2.0189 -1.676
C -12.351291 -16.962250 16.815814 1.2198 0.0020 1.1972 2.235
O -12.928435 -17.335704 15.590926 -0.2401 -1.2054 0.1833 -0.743
C -12.165366 -18.215805 17.763041 0.3787 -0.2744 -0.5801 -1.519
C -11.287754 -19.411777 17.211203 0.3898 1.6263 -0.4028 -0.020
C -11.909578 -20.279041 16.171340 -1.1930 -1.1900 -0.2262 -0.413
C -12.954534 -21.147942 16.588068 0.1897 0.2128 -0.6584 -0.278
C -13.415923 -22.189896 15.774650 0.5049 -0.4715 -0.1661 -0.735
C -12.946174 -22.313734 14.451828 0.6220 2.0420 1.0996 0.301
Cl -13.264263 -23.683910 13.493418 -0.3095 -0.2916 -0.2893 -0.211
C -12.110533 -21.279250 13.970773 0.8524 -0.6571 -0.2983 -1.110
C -11.500193 -20.350133 14.822072 -0.6963 -0.4029 0.9254 0.784
C -10.887542 -16.391652 16.606914 -1.1693 1.6573 0.2078 -1.781
N -10.321619 -16.497713 15.281559 0.4833 -0.4493 -1.6188 0.740
C -9.097277 -16.975590 14.986378 -1.5163 0.0064 0.2596 -0.057
N -8.913727 -16.841887 13.663048 -1.4184 0.1534 0.9189 0.580
C -10.078116 -16.262596 13.184590 0.7025 -0.4283 -0.0889 -0.832
N -10.971531 -16.078171 14.103755 0.8111 0.1729 1.5392 -0.814
H -15.300844 -15.502595 18.002160 0.5682 -0.6962 -0.5908 0.474
H -14.794514 -17.196090 17.930241 -0.1177 -0.2383 -0.0753 0.381
H -15.035486 -16.277239 16.393569 0.1743 -0.1209 0.5737 0.319
H -13.986312 -13.794089 17.082576 0.4895 -0.3258 -0.2401 0.462
H -13.141165 -14.463658 15.661168 0.2917 0.1397 0.4859 0.255
H -12.250473 -13.811417 17.128819 0.5910 0.2259 -0.1837 0.481
H -13.561037 -14.880966 19.461098 0.8688 -0.1895 -0.7907 0.423
H -11.803447 -15.105391 19.054769 0.2512 0.4400 -0.1815 0.338
H -12.796701 -16.454189 19.524427 -0.0819 0.8219 -0.5587 0.312
H -13.280476 -18.257703 15.687098 0.4437 1.1557 -0.2651 0.482
H -13.156597 -18.572769 18.058338 0.1490 -0.1008 0.1077 0.218
H -11.589315 -17.977233 18.658693 -0.5006 0.6062 0.0788 0.721
H -10.909575 -19.951443 18.096560 -0.4022 -0.1312 -0.4902 0.632
H -10.382254 -18.983617 16.737189 -0.2012 -0.0424 0.3276 -0.384
H -13.420749 -21.011277 17.570559 0.4866 -0.2628 -0.1944 0.353
H -13.986784 -23.010789 16.226250 -0.1161 0.5552 -0.3471 0.365
H -11.716218 -21.304119 12.945204 -0.4317 -0.2312 0.3910 0.392
H -10.653271 -19.765414 14.452799 -0.3628 -0.0080 0.0699 0.370
H -10.157511 -16.765681 17.299739 0.2610 -0.7486 0.1736 0.184
H -10.937376 -15.320665 16.906401 0.1692 -0.5543 -0.7145 0.464
H -8.444274 -17.478658 15.739618 -0.4668 0.6495 -0.9257 0.364
H -10.167694 -16.004994 12.119033 -0.2117 -0.1317 0.7846 0.578
```
Positions in Å, forces in eV/Å.

As for the charge: +1. The value obtained for the HOMO energy (spin up / spin down) is -0.34275 / -0.34337 hartree. Its spin multiplicity is 2.



No. 2
Density functional theory data (wB97M-V/def2-TZVPD) for a structure of composition C52H52N5O2PW.

Structure (XYZ):
```
113
Properties=species:S:1:pos:R:3:forces:R:3:mulliken_charge:R:1
W 0.783484 0.376822 -1.263685 0.6582 0.2871 -0.0804 1.150
C -0.708262 -3.476240 -2.697159 -0.0088 -0.0186 -0.0036 -1.817
C -0.816897 -3.083025 -1.223501 0.0254 -0.0005 -0.0353 1.840
C -2.023893 -3.743912 -0.552524 -0.0044 -0.0118 0.0081 -1.679
C 0.454039 -3.397143 -0.459181 0.0054 -0.0217 0.0650 1.934
C 0.904678 -4.711692 -0.462193 -0.0216 0.0398 -0.0248 -0.755
C 2.018401 -5.082771 0.263279 0.0113 -0.0196 0.0013 -1.618
C 2.680197 -4.130252 1.012252 0.0044 -0.0036 0.0034 -0.744
C 2.279147 -2.793830 1.057850 -0.0530 0.0144 0.0026 0.415
C 3.185477 -1.916894 1.921640 0.0194 -0.0184 -0.0237 0.531
C 2.532241 -0.775944 2.682586 -0.0224 0.0199 0.0274 -1.553
C 4.393849 -1.425560 1.116725 0.0072 0.0232 0.0057 -1.610
C 1.156795 -2.435544 0.288076 -0.0641 -0.0276 0.0782 -0.853
N 0.585287 -1.091692 0.253052 -0.0407 -0.1407 0.1420 0.453
C -0.320534 -0.856266 1.206890 0.0424 -0.0431 -0.0948 0.788
C -1.117089 0.294502 1.031852 0.0507 -0.0239 -0.0379 -0.121
N -0.913677 0.978151 -0.080118 -0.1723 0.0339 0.0414 0.800
C -2.009529 1.833183 -0.500435 -0.0168 -0.0554 -0.0394 -1.073
C -1.858556 3.221540 -0.456406 -0.0203 0.0158 -0.0162 0.341
C -2.948979 4.018316 -0.791961 -0.0015 0.0254 0.0076 -0.017
C -4.155987 3.459890 -1.164196 0.0038 0.0289 -0.0070 -1.460
C -4.278996 2.083872 -1.230831 0.0237 -0.0134 -0.0078 -0.240
C -3.220322 1.239122 -0.917538 0.0654 0.0191 0.0203 1.262
C -3.446017 -0.257022 -1.093682 -0.0217 0.0254 0.0726 1.791
C -3.997656 -0.562568 -2.490374 0.0011 -0.0420 -0.0067 -1.873
C -4.416458 -0.838144 -0.058903 -0.0081 0.0138 -0.0130 -1.437
C -0.580944 3.888229 0.000395 0.0103 0.0185 0.0521 3.070
C -0.083641 4.936736 -0.995953 -0.0845 0.0040 -0.0321 -2.075
C -0.775902 4.516261 1.382320 -0.0122 0.0076 0.0092 -1.668
C -2.055270 0.406216 2.156451 -0.0429 -0.0561 -0.0551 0.193
C -3.003924 1.304556 2.561951 -0.0385 -0.0280 -0.0157 0.088
C -3.730595 1.021717 3.747826 0.0019 0.0074 -0.0127 -1.277
C -3.524416 -0.119336 4.481326 0.0084 0.0082 0.0152 -0.861
C -2.541837 -1.063052 4.080192 -0.0050 -0.0011 -0.0159 1.025
C -2.226058 -2.294694 4.713278 -0.0057 -0.0029 0.0076 -1.213
C -1.261869 -3.111472 4.182324 0.0202 -0.0002 -0.0208 -1.055
C -0.531506 -2.774086 3.011262 -0.0030 -0.0140 0.0328 0.412
C -0.803778 -1.584345 2.391154 0.0383 0.0588 0.0066 0.231
C -1.823255 -0.755591 2.932904 -0.0068 -0.0115 0.0220 -0.641
H -1.601245 -3.154902 -3.237678 0.0035 0.0074 -0.0025 0.402
H -0.624815 -4.557809 -2.822551 0.0105 0.0083 0.0017 0.335
H 0.161993 -3.014822 -3.168856 0.0009 -0.0066 0.0086 0.307
H -0.980854 -2.011121 -1.194500 0.0226 0.0272 -0.0198 -1.362
H -1.922410 -4.831546 -0.539967 0.0015 0.0020 -0.0051 0.428
H -2.938269 -3.500348 -1.097787 0.0082 -0.0002 -0.0063 0.451
H -2.140083 -3.404909 0.480129 -0.0062 -0.0057 -0.0207 0.283
H 0.363055 -5.452125 -1.037151 0.0064 0.0044 -0.0023 0.373
H 2.361162 -6.109448 0.258735 0.0080 0.0053 -0.0045 0.419
H 3.546954 -4.420647 1.595096 -0.0028 -0.0003 -0.0041 0.433
H 3.579122 -2.603671 2.676919 -0.0009 0.0028 0.0001 0.593
H 2.098288 -0.052139 2.004648 -0.0193 0.0622 -0.0405 -0.196
H 3.283631 -0.254147 3.278844 -0.0046 -0.0100 0.0025 0.661
H 1.749324 -1.126437 3.355912 -0.0068 -0.0045 -0.0032 0.365
H 4.094553 -0.731094 0.331831 -0.0159 0.0225 -0.0062 0.209
H 4.918383 -2.259336 0.646367 -0.0029 0.0047 -0.0020 0.381
H 5.094331 -0.907614 1.775514 -0.0030 -0.0089 -0.0003 0.516
H -2.846057 5.095504 -0.753069 0.0049 0.0027 -0.0030 0.399
H -4.994110 4.094642 -1.421849 -0.0037 -0.0021 0.0112 0.398
H -5.217172 1.649300 -1.552954 0.0104 0.0147 0.0166 0.377
H -2.489216 -0.766139 -0.993050 0.0112 0.0339 0.0216 -1.179
H -5.046631 -0.267582 -2.566585 0.0156 -0.0214 0.0025 0.533
H -3.949389 -1.635847 -2.687297 0.0126 -0.0002 0.0016 0.286
H -3.453597 -0.045308 -3.274944 0.0786 0.0257 -0.0614 0.398
H -5.394875 -0.358173 -0.142088 0.0140 0.0121 0.0076 0.390
H -4.069647 -0.714377 0.963755 0.0452 0.0078 0.0757 0.156
H -4.555939 -1.905620 -0.243717 -0.0066 0.0259 0.0078 0.423
H 0.182361 3.115631 0.083412 0.0051 0.0125 0.0357 -2.220
H -0.727542 5.818665 -0.995804 -0.0072 0.0030 0.0111 0.472
H -0.048246 4.547270 -2.013270 -0.0521 0.0715 0.0889 0.364
H 0.918305 5.272120 -0.716412 0.0039 0.0022 -0.0043 0.408
H -1.549027 5.287560 1.341938 0.0053 -0.0013 0.0032 0.372
H 0.149809 4.979746 1.727644 0.0165 0.0008 0.0123 0.366
H -1.080796 3.773904 2.123533 0.0045 -0.0009 -0.0050 0.345
H -3.230673 2.195562 1.989906 0.0149 0.0017 -0.0115 0.709
H -4.485624 1.727766 4.068372 0.0025 -0.0038 0.0066 0.465
H -4.113374 -0.305665 5.371277 -0.0017 0.0003 -0.0045 0.459
H -2.755911 -2.589693 5.610817 -0.0004 -0.0010 -0.0034 0.430
H -1.039462 -4.052466 4.668714 -0.0055 0.0018 0.0028 0.480
H 0.218054 -3.458583 2.636727 0.0036 0.0082 -0.0095 0.475
O 1.767403 3.697094 -3.406185 0.0657 0.0265 -0.0187 -0.614
C 1.774659 2.901140 -2.515213 -0.0770 -0.1003 -0.0616 0.272
O 0.767099 2.018661 -2.344014 0.0650 0.0963 -0.0924 -0.535
C 2.945003 2.776293 -1.536442 0.0194 0.0205 -0.0133 -0.848
P 2.499251 1.617104 -0.200594 -0.3472 -0.1861 -0.0914 0.297
C 2.524464 2.578457 1.332485 0.0704 -0.0152 -0.0029 1.371
C 3.577329 3.462709 1.577377 0.0123 0.0153 0.0194 -1.054
C 3.655192 4.147268 2.780298 -0.0056 -0.0129 -0.0072 -0.721
C 2.693419 3.944474 3.761028 0.0009 0.0066 -0.0078 -0.685
C 1.645468 3.065834 3.526914 -0.0262 0.0124 -0.0040 -1.048
C 1.557220 2.392183 2.319797 -0.0143 -0.0346 -0.0080 -0.096
C 2.153239 -0.764524 -2.488818 -0.1104 -0.1471 0.2557 0.971
C 3.043606 -1.787964 -2.137600 0.0218 -0.0211 -0.0736 0.294
C 3.898622 -2.367969 -3.063283 -0.0175 0.0012 0.0062 -1.235
C 3.899830 -1.938432 -4.381744 0.0104 0.0050 -0.0104 -0.726
C 3.043049 -0.917842 -4.762855 -0.0068 -0.0043 -0.0025 -1.043
C 2.182940 -0.347516 -3.836329 0.0085 0.0473 0.0275 -0.883
H 3.212494 3.773465 -1.190350 0.0028 -0.0018 -0.0029 0.606
H 3.782128 2.389002 -2.121948 0.0034 -0.0080 0.0062 0.405
H 4.349483 3.610726 0.831760 -0.0064 -0.0061 0.0000 0.479
H 4.475096 4.831736 2.954815 -0.0029 0.0009 0.0029 0.416
H 2.758822 4.473968 4.702559 0.0004 -0.0035 -0.0014 0.405
H 0.882199 2.912923 4.279479 0.0035 0.0019 0.0030 0.486
H 0.720050 1.728873 2.140196 0.0007 -0.0125 -0.0103 0.464
H 3.068986 -2.168372 -1.128657 0.0142 0.0262 -0.0440 0.791
H 4.558894 -3.168047 -2.750718 0.0014 0.0023 0.0013 0.474
H 4.555629 -2.399920 -5.108807 -0.0003 0.0016 0.0023 0.385
H 3.021985 -0.576042 -5.789574 -0.0080 0.0019 0.0039 0.442
H 1.530836 0.447121 -4.178128 -0.0198 -0.0030 -0.0263 0.726
N -0.659316 -0.098207 -2.685841 -0.0970 -0.1366 -0.0246 -0.074
C -0.910058 -0.369732 -3.803135 -0.0429 -0.0135 0.0022 0.683
N -1.305909 -0.611349 -4.970106 -0.0377 0.0905 -0.0435 -0.851
C -0.698906 -1.446322 -5.802175 -0.0037 -0.0982 0.0474 0.461
N -0.232317 -2.170938 -6.571694 0.0085 0.0464 -0.0078 -0.604
```
Positions in Å, forces in eV/Å.

As for the charge: 0. The value obtained for the HOMO energy (spin up / spin down) is -0.27619 / -0.28834 hartree. Its spin multiplicity is 1.



Quick rundown of energy above the lowest of the compared OMol25 structures with the same formula, charge and spin, same order as above: 46.6 23.2 kcal per mole